C4H7NO2 | the ωB97M-V functional and the def2-TZVPD basis

As for the total charge: 0. The orbital gap is 10.5 eV. Its energy above the lowest of the compared OMol25 structures with the same formula, charge and spin is 80.1 kJ/mol. Its SMILES is CC(=O)CNC=O. As for the total energy: -9846.4495 eV.

Structure (XYZ):
```
14
C4H7NO2 (the ωB97M-V functional and the def2-TZVPD basis)
O -0.046 -1.599 0.954
O 3.574 0.604 -0.310
N 1.419 0.298 0.158
C -2.159 -0.771 0.229
C 0.035 0.494 -0.137
C -0.676 -0.733 0.391
C 2.408 0.856 -0.549
H 1.935 1.538 -1.329
H -2.595 -1.446 0.963
H -2.535 0.245 0.360
H 1.704 -0.382 0.861
H -0.368 1.411 0.329
H -2.441 -1.123 -0.767
H -0.204 0.587 -1.215
```

=====

C6H10 | the ωB97M-V functional and the def2-TZVPD basis

As for the total charge: 0. The orbital gap is 10.9 eV. Its energy above the lowest of the compared OMol25 structures with the same formula, charge and spin is 191.1 kJ/mol. Its SMILES is C#C[C@H](C)CC. As for the total energy: -6381.8788 eV.

Structure (XYZ):
```
16
C6H10 (the ωB97M-V functional and the def2-TZVPD basis)
C 1.065 0.597 -0.422
C -0.396 0.477 -0.387
C 2.190 0.805 -0.045
C -0.748 1.835 0.300
C 0.139 -2.044 -0.269
C -0.753 -0.901 0.253
H 1.196 -1.775 -0.204
H -0.869 0.507 -1.375
H -1.802 -1.156 0.048
H -0.724 2.612 -0.474
H 3.082 1.157 0.413
H 0.035 2.119 1.008
H -0.065 -2.296 -1.317
H 0.004 -2.958 0.318
H -0.643 -0.848 1.341
H -1.711 1.870 0.812
```

=====

C5H15NO | the ωB97M-V functional and the def2-TZVPD basis

As for the total charge: 0. The orbital gap is 9.3 eV. Its energy above the lowest of the compared OMol25 structures with the same formula, charge and spin is 131.4 kJ/mol. Its SMILES is CCCN(C)C.O. As for the total energy: -8964.9964 eV.

Structure (XYZ):
```
22
C5H15NO (the ωB97M-V functional and the def2-TZVPD basis)
O -1.245 0.665 3.313
N -1.663 1.775 -3.217
C 0.000 0.000 0.000
C -0.563 1.567 -4.167
C -2.985 1.614 -3.820
C -0.187 0.720 -1.430
C -1.601 0.840 -2.073
H 0.512 0.224 -2.131
H -3.712 1.934 -3.055
H -3.201 0.568 -4.095
H 0.167 1.758 -1.279
H -1.674 -0.206 3.156
H -1.966 1.323 3.186
H -2.192 1.291 -1.253
H -3.114 2.247 -4.714
H 1.073 -0.105 0.234
H -0.479 -0.989 0.091
H -0.456 0.681 0.738
H -0.722 2.037 -5.153
H -2.024 -0.162 -2.280
H 0.379 1.953 -3.742
H -0.465 0.478 -4.308
```

=====

C23H46Cl2N2O3PSn | the ωB97M-V functional and the def2-TZVPD basis

As for the total charge: +1. The orbital gap is 3.2 eV. As for the total energy: -73867.1276 eV.

Structure (XYZ):
```
78
C23H46Cl2N2O3PSn (the ωB97M-V functional and the def2-TZVPD basis)
Sn 1.588 3.883 -4.694
Cl 0.942 1.716 -3.629
Cl 1.354 -0.059 -1.388
P -0.564 2.680 -0.725
O -0.512 3.657 -1.954
O 1.299 5.280 -0.269
O 1.268 4.782 1.929
N 2.188 2.194 0.062
N 3.210 3.086 0.377
C -0.305 -5.263 1.109
C 0.442 2.151 1.869
C 2.319 1.512 -1.190
C -3.913 -1.380 -0.889
C 4.172 2.158 2.567
C 1.149 4.345 0.744
C 3.605 2.523 -3.323
C 0.419 -3.086 2.514
C 2.193 2.512 -2.489
C -0.822 -3.472 -0.816
C -3.812 0.891 0.564
C -4.740 1.918 -0.278
C -2.466 -0.993 -1.476
C 0.924 -4.399 1.703
C -1.486 -3.378 -2.267
C 0.893 2.763 0.425
C -4.300 -0.627 0.470
C -0.553 -5.032 -0.455
C 0.954 -1.712 1.833
C 4.401 2.433 0.991
C -0.248 0.711 1.789
C 0.484 -0.426 2.692
C -1.993 -1.919 -2.689
H 0.222 -2.999 -0.872
H -4.609 2.957 0.199
H -0.280 -0.835 3.452
H -4.347 1.943 -1.346
H 0.777 -3.085 3.604
H -1.725 3.110 0.031
H 3.531 3.325 -4.152
H -5.846 1.666 -0.192
H 1.590 -4.018 0.844
H -1.715 -0.913 -0.618
H -2.715 1.036 0.314
H 1.307 2.104 2.607
H -1.220 -1.343 -3.322
H 3.438 1.291 2.649
H -3.946 1.202 1.668
H -1.305 0.800 2.237
H 1.322 0.026 3.325
H 3.408 1.129 -1.251
H 4.796 1.522 0.429
H 4.477 2.710 -2.597
H -4.668 -1.089 -1.706
H -2.295 -4.191 -2.365
H -0.904 1.399 -1.255
H -3.894 -1.231 1.345
H -1.293 -5.022 1.647
H -1.452 -3.034 0.025
H -0.666 -3.672 -3.019
H -5.446 -0.609 0.524
H 0.354 -5.425 -1.039
H -0.342 2.868 2.313
H 0.489 -1.688 0.797
H 2.096 -1.744 1.809
H 5.248 3.215 0.950
H -1.445 -5.670 -0.806
H -2.907 -2.049 -3.374
H 1.574 -5.051 2.380
H 5.149 1.830 3.046
H 3.806 3.101 3.115
H -0.153 -6.396 1.253
H 3.691 1.490 -3.816
H -0.725 -3.142 2.527
H -3.985 -2.512 -0.695
H -2.579 0.075 -1.899
H 1.923 3.583 -2.185
H -0.386 0.277 0.748
H 3.562 3.612 -0.436
```

=====

CBr2O | the ωB97M-V functional and the def2-TZVPD basis

As for the total charge: 0. The orbital gap (spin up / spin down) is 7.9 / 7.4 eV. Its energy above the lowest of the compared OMol25 structures with the same formula, charge and spin is 775.4 kJ/mol. As for the total energy: -143161.0852 eV.

Structure (XYZ):
```
4
CBr2O (the ωB97M-V functional and the def2-TZVPD basis)
Br -1.592 -1.032 -0.004
Br 1.596 -0.898 -0.002
O 0.028 2.129 -0.128
C -0.032 -0.199 0.134
```

=====

C65H51N3P3RuSSi | the ωB97M-V functional and the def2-TZVPD basis

As for the total charge: 0. The orbital gap (spin up / spin down) is 6.7 / 6.4 eV. Its energy above the lowest of the compared OMol25 structures with the same formula, charge and spin is 129.5 kJ/mol. The multiplicity is 2. As for the total energy: -121867.5254 eV.

Structure (XYZ):
```
125
C65H51N3P3RuSSi (the ωB97M-V functional and the def2-TZVPD basis)
Ru -0.563 0.060 -0.693
S -1.535 -0.715 -2.586
P -0.451 -1.949 0.514
P -2.362 1.177 0.286
P 0.604 1.879 -1.743
Si 0.450 0.809 1.286
N 0.714 -3.971 -6.523
N -0.604 -2.113 -7.269
N 2.027 -0.926 -1.389
C -5.813 -1.853 1.043
C -0.272 -3.433 -0.540
C 3.094 -2.627 -2.715
C 4.540 1.730 -2.991
C 1.325 2.953 -0.421
C 4.230 -1.624 -0.847
C 1.306 -3.210 -5.608
C -2.631 -2.275 3.983
C -0.693 4.311 -2.588
C 0.970 -5.212 -1.609
C 2.349 -0.516 3.142
C 1.381 -0.607 2.132
C -2.639 3.073 3.951
C -0.140 -5.550 -2.363
C 2.013 -1.818 -2.383
C -3.474 4.976 -0.762
C -4.274 2.391 -1.393
C -1.669 -2.582 1.778
C 0.907 -4.150 -0.707
C -3.205 2.585 -0.523
C -1.383 -3.778 -1.312
C 2.566 -2.909 3.206
C -5.201 -1.749 -0.201
C -4.394 -0.086 1.863
C -2.003 1.893 1.945
C -4.187 -0.826 -0.406
C -1.916 3.059 -4.740
C 2.060 1.849 -4.212
C 1.896 4.199 -0.728
C 2.479 4.977 0.259
C 3.383 1.772 -2.228
C -1.320 -4.828 -2.213
C 3.220 1.813 -4.985
C 1.573 -3.026 2.241
C 4.201 -2.538 -1.892
C -1.901 -1.795 2.906
C 0.996 -1.886 1.681
C -2.917 2.684 2.651
C -0.537 1.901 3.857
C -0.204 -3.383 -7.299
C 2.952 -1.654 3.662
C -3.167 -3.556 3.947
C -1.456 2.662 4.565
C -2.971 -4.341 2.823
C -2.219 -3.864 1.752
C 1.391 2.447 0.882
C -4.562 4.773 -1.599
C -0.785 1.535 2.524
C 2.118 1.817 -2.822
C -3.767 0.022 0.623
C 0.991 -1.874 -5.510
C -1.522 5.034 -3.441
C -4.947 3.482 -1.932
C 2.000 3.254 1.866
C -2.785 3.887 -0.244
C 0.021 -1.374 -6.369
C -0.457 2.958 -2.800
C 3.088 -3.689 -3.765
C 2.340 -3.958 -4.819
C 4.464 1.745 -4.379
C 2.529 4.502 1.567
C -1.091 2.340 -3.887
C -5.409 -1.017 2.069
C 3.125 -0.825 -0.653
C -2.135 4.414 -4.516
H -1.932 4.049 0.406
H 2.901 5.946 0.012
H -0.964 1.277 -4.049
H 5.366 1.715 -4.979
H 1.794 -3.875 -0.149
H -2.298 -3.208 -1.212
H -3.855 2.981 2.190
H 3.837 -4.454 -3.577
H 2.647 0.458 3.521
H -5.107 5.622 -1.998
H -2.054 -4.511 0.903
H -5.506 -2.400 -1.014
H -2.778 -1.644 4.852
H 1.108 1.922 -4.713
H 3.026 -3.800 3.616
H 5.085 -1.538 -0.187
H -2.796 4.978 -5.166
H -3.388 -5.341 2.780
H -3.728 -3.939 4.792
H -0.268 -0.329 -6.331
H 1.896 4.552 -1.755
H -5.871 -1.095 3.048
H 1.232 -4.012 1.946
H 3.141 1.842 -6.066
H -1.691 6.088 -3.256
H -2.397 2.554 -5.572
H 2.055 2.899 2.892
H 2.533 -4.926 -5.270
H 2.985 5.104 2.347
H -3.351 3.682 4.498
H 1.063 -1.910 -2.908
H -0.233 4.816 -1.749
H -3.692 -0.776 -1.367
H -0.085 -6.364 -3.077
H 5.506 1.696 -2.497
H -1.249 2.953 5.590
H 3.709 -1.567 4.435
H 1.496 -1.218 -4.820
H -0.675 -4.015 -8.046
H 0.386 1.591 4.342
H 1.897 -5.765 -1.724
H -6.595 -2.586 1.211
H -4.089 0.538 2.690
H 5.040 -3.208 -2.061
H -4.594 1.385 -1.638
H -3.153 5.984 -0.518
H 3.125 -0.064 0.119
H 3.471 1.794 -1.151
H -2.188 -5.071 -2.816
H -1.490 -0.796 2.959
H -5.785 3.320 -2.600
```